(1)
Molecular formula: C11H20BrFO5S
Method: DFT, the ωB97M-V functional and the def2-TZVPD basis

Properties
E_tot in eV: -105562.73607
SMILES: CCCCCCC[C@]1(Br)OS(=O)(=O)O[C@@]1(F)COC
Kohn-Sham gap in eV: 10.9
Spin multiplicity: 1
F_max in eV/A: 1.24
HOMO in Eh: -0.3803

XYZ file:
```
39
C11H20BrFO5S (the ωB97M-V functional and the def2-TZVPD basis)
C -3.250 1.221 -2.731
C -3.370 0.049 -1.747
C -2.340 -1.065 -2.010
C -1.021 -0.792 -1.287
C 0.027 -1.870 -1.571
C 1.478 -1.555 -1.162
C 1.827 -1.908 0.305
C 2.122 -0.803 1.330
Br 3.983 -0.334 1.271
O 1.894 -1.360 2.675
S 0.352 -1.268 3.038
O -0.336 -2.427 2.598
O 0.219 -0.819 4.372
O 0.026 -0.059 2.050
C 1.218 0.448 1.438
F 0.906 0.924 0.250
C 1.731 1.602 2.331
O 2.305 2.623 1.580
C 1.503 3.768 1.353
H -2.241 1.251 -3.152
H -3.952 1.132 -3.561
H -3.405 2.183 -2.240
H -3.183 0.428 -0.737
H -4.380 -0.361 -1.746
H -2.754 -2.012 -1.653
H -2.148 -1.134 -3.085
H -0.640 0.183 -1.600
H -1.234 -0.770 -0.216
H -0.287 -2.787 -1.061
H 0.017 -2.082 -2.644
H 2.109 -2.196 -1.782
H 1.751 -0.533 -1.421
H 2.744 -2.495 0.287
H 1.056 -2.560 0.711
H 2.484 1.205 3.012
H 0.880 1.926 2.935
H 1.077 3.748 0.347
H 0.695 3.847 2.084
H 2.137 4.651 1.442
```

---

(2)
Molecular formula: C9H18FO9RbTl
Method: DFT, the ωB97M-V functional and the def2-TZVPD basis

Properties
Total charge: +4
E_tot in eV: -36067.46567
⟨S²⟩: 1.784
Kohn-Sham gap (alpha / beta) in eV: 4.1 / 4.0
Spin multiplicity: 2
F_max in eV/A: 5.69
HOMO (alpha / beta) in Eh: -0.7719 / -0.7690

XYZ file:
```
39
C9H18FO9RbTl (the ωB97M-V functional and the def2-TZVPD basis)
Rb -2.404 -0.132 -0.114
Tl 1.903 2.570 -1.820
F 0.255 0.675 -0.378
C 0.593 -2.002 1.988
O -0.076 -2.966 2.836
C -1.017 -3.801 2.357
O -1.477 -3.653 1.197
O -1.444 -4.609 3.358
C -2.360 -5.651 3.148
H -0.083 -1.160 1.836
H 0.686 -2.375 0.968
H 1.587 -1.799 2.385
H -3.314 -5.242 2.816
H -2.510 -6.099 4.130
H -1.965 -6.313 2.377
C 0.616 -1.873 -1.973
O 0.013 -1.680 -3.248
C 0.471 -0.631 -4.012
O 0.943 0.388 -3.625
O 0.221 -0.975 -5.341
C 0.560 -0.063 -6.452
H -0.089 -1.600 -1.187
H 1.560 -1.399 -1.704
H 1.039 -2.874 -1.890
H 0.010 -0.280 -7.368
H 1.648 -0.014 -6.494
H 0.143 0.886 -6.114
C 1.498 6.463 1.510
O 0.819 5.484 2.275
C 0.483 4.321 1.717
O 0.716 3.958 0.547
O -0.172 3.692 2.644
C -0.839 2.431 2.500
H 2.437 6.048 1.144
H 1.773 7.330 2.112
H 0.921 6.700 0.617
H -1.892 2.665 2.656
H -0.527 1.574 3.098
H -0.725 2.003 1.503
```

---

- Look up the spin multiplicity of the second one.
  2

---

- Among the records above, which one has the lowest spin multiplicity?
  C11H20BrFO5S

---

- Look up the spin multiplicity of the first one.
  1